Entry 1:
# C49H36N6SeSr

A molecular structure, C49H36N6SeSr at a distorted geometry (wB97M-V/def2-TZVPD, OMol25).

The charge is 0. The calculation puts the HOMO-LUMO gap (spin up / spin down) at 5.502 / 5.501 eV. The HOMO energy (spin up / spin down) comes out at -6.239 / -6.238 eV. For the total energy, the calculation gives -4649.5079 Eh.

Last column: Mulliken charge in e.
Element x y z (Å)
Sr: 0.4720 -1.3006 -0.2572  2.62
C: -5.2970 -3.3446 4.3984  -0.44
C: -4.8473 -3.8922 3.2089  -0.85
C: -3.6223 -3.4532 2.6423  -0.05
C: -2.9612 -2.3464 3.2076  -0.67
C: -3.4273 -1.7793 4.3988  -0.08
C: -4.5361 -2.3447 4.9930  -0.62
C: -1.8461 -1.7550 2.4333  1.33
C: -0.5422 -1.9524 2.7620  0.55
C: -0.1236 -2.7407 3.8617  -1.02
C: 1.2284 -2.5954 4.0132  -1.52
C: 1.6561 -1.8052 2.8893  0.44
N: 0.5965 -1.3665 2.1841  -0.63
C: 2.9497 -1.2072 2.7090  0.83
C: 3.3120 -0.5513 1.5663  0.24
C: 4.6701 -0.0676 1.2783  -1.48
C: 4.7344 0.2925 0.0149  -1.34
C: 3.3716 0.2523 -0.5137  0.31
C: 2.9895 0.8832 -1.7148  0.48
C: 3.8644 1.1072 -2.8389  1.04
C: 4.9314 0.2808 -3.1020  -0.62
C: 5.7885 0.4769 -4.1245  -0.68
C: 5.4440 1.3560 -5.1827  -0.48
C: 4.2682 2.1346 -5.0089  -1.30
C: 3.5250 1.9364 -3.8541  -0.54
C: 1.6899 1.4784 -1.7449  0.49
N: 0.5430 0.9324 -1.3310  1.04
C: -0.4172 1.9544 -1.3233  -0.90
C: -1.7402 1.7694 -0.9077  2.26
C: -2.5728 2.8953 -1.3636  0.03
C: -3.4634 3.4167 -0.4130  -0.56
C: -4.4562 4.3143 -0.7849  -0.96
C: -4.5270 4.7975 -2.0647  -0.66
C: -3.6098 4.3288 -3.0587  -1.06
C: -2.6618 3.3774 -2.7152  -0.11
C: -2.2649 0.7686 0.0120  -0.08
C: -3.6026 0.6715 0.4647  -1.54
C: -3.6629 -0.4385 1.3381  -1.05
C: -2.3343 -0.8382 1.4591  0.31
N: -1.5045 -0.1379 0.6759  -0.62
C: 0.2002 3.1984 -1.8481  -1.23
C: 1.4752 2.9048 -2.0681  -1.68
N: 2.5620 -0.3897 0.4196  -0.48
C: 3.6982 -0.9849 3.9431  -0.52
C: 3.2237 0.1124 4.6997  0.05
C: 3.8906 0.4980 5.8580  -0.82
C: 5.1428 -0.0823 6.1720  -0.39
C: 5.6301 -1.1434 5.3914  -0.72
C: 4.8996 -1.5288 4.3029  0.10
H: -6.2491 -3.5987 4.7922  0.45
H: -5.3914 -4.6998 2.7840  0.43
H: -3.2465 -3.9069 1.7527  0.53
H: -2.9184 -1.0437 4.9917  0.47
H: -4.9562 -1.9603 5.9556  0.28
H: -0.8121 -3.2945 4.4652  0.57
H: 1.9288 -2.9764 4.7042  0.70
H: 5.4882 -0.2155 1.9633  0.52
H: 5.5355 0.7115 -0.5169  0.64
H: 5.1303 -0.6271 -2.5218  0.44
H: 6.6750 -0.2114 -4.2372  0.30
H: 6.0503 1.3072 -6.0604  0.41
H: 3.9206 2.8299 -5.7065  0.50
H: 2.6576 2.5628 -3.7568  0.49
H: -3.3014 3.1822 0.6301  0.67
H: -4.9942 4.7320 0.0108  0.43
H: -5.3031 5.4322 -2.3276  0.51
H: -3.7356 4.7603 -4.0117  0.46
H: -1.9896 2.9638 -3.4858  0.56
H: -4.5000 1.1646 0.1262  0.53
H: -4.5507 -0.7937 1.8543  0.50
H: -0.3561 4.1187 -2.0643  0.62
H: 2.3074 3.6063 -2.3295  0.63
H: 2.2694 0.6560 4.4554  0.35
H: 3.4994 1.2043 6.5768  0.39
H: 5.6467 0.2242 7.0676  0.39
H: 6.5767 -1.6534 5.6347  0.36
H: 5.2042 -2.3753 3.6827  0.37
C: 0.0490 -0.6913 -4.8576  -1.02
N: -1.2594 -0.8031 -4.3110  0.40
C: -2.3885 -0.1058 -4.6811  -0.72
C: -3.4249 -0.5435 -3.9324  -0.34
N: -2.9218 -1.5432 -3.0951  0.39
C: -3.7712 -2.4444 -2.2736  -0.92
C: -1.5660 -1.6473 -3.3672  -0.14
Se: -0.4598 -2.9564 -2.5545  -0.43
H: 0.7800 -1.1363 -4.1624  0.26
H: 0.2682 0.3514 -4.9994  0.41
H: 0.1596 -1.1663 -5.8510  0.29
H: -2.2908 0.6428 -5.4354  0.55
H: -4.4436 -0.2149 -3.7927  0.43
H: -3.8510 -3.4441 -2.7248  0.31
H: -4.7736 -1.9787 -2.2082  0.29
H: -3.4285 -2.5094 -1.2605  0.31

***

Entry 2:
# C49H37Br2IrN3O3P2S

A molecular structure, C49H37Br2IrN3O3P2S (wB97M-V/def2-TZVPD, OMol25).

The charge is +1. The calculation puts the HOMO-LUMO gap (spin up / spin down) at 6.447 / 6.328 eV. Its spin multiplicity is 5. The HOMO energy (spin up / spin down) comes out at -9.125 / -9.904 eV. For the total energy, the calculation gives -8612.3246 Eh. As for the expectation value of S²: 6.08.

Last column: Mulliken charge in e.
Element x y z (Å)
Ir: 0.0329 -2.3642 0.3680  2.13
Br: 1.4983 -7.4242 -0.1247  -0.17
C: 2.6502 -5.9453 0.0584  -0.25
C: 4.0020 -6.1221 0.1541  -0.40
C: 4.8537 -5.0058 0.3168  0.13
Br: 6.7048 -5.3637 0.4473  -0.21
C: 4.3768 -3.7251 0.3779  0.84
C: 5.1879 -2.5282 0.5531  -1.12
C: 4.5997 -1.3412 0.6430  -1.47
C: 3.1158 -1.1797 0.5761  1.53
N: 2.3470 -2.3620 0.2759  0.08
C: 2.9589 -3.5324 0.2601  -0.24
C: 2.0744 -4.6561 0.1178  0.69
O: 0.8249 -4.4330 0.0733  -0.65
H: 4.4231 -7.1166 0.1197  0.44
H: 6.2636 -2.6246 0.6013  0.37
H: 5.1857 -0.4353 0.7567  0.56
H: 2.9240 -0.4295 -0.1988  -0.83
O: -0.8662 1.0715 0.2905  -0.80
S: -2.3880 0.6838 0.2471  0.82
O: -3.0296 1.3211 1.3482  -0.82
N: -2.2974 -0.8321 0.1941  0.63
C: -3.4474 -1.6454 0.1793  0.24
C: -4.7346 -1.1658 0.2051  -0.38
C: -5.8506 -2.0173 0.1602  -1.14
C: -5.6718 -3.3633 0.1275  -0.82
C: -4.3647 -3.8977 0.1684  1.06
C: -4.1750 -5.2951 0.2210  -0.73
C: -2.9186 -5.7888 0.3125  -1.02
C: -1.8338 -4.8947 0.3386  0.12
N: -1.9492 -3.5802 0.2691  0.13
C: -3.2283 -3.0552 0.1896  -0.50
C: -2.9504 1.5103 -1.2019  1.23
C: -4.2563 1.9949 -1.1658  -0.84
C: -4.7465 2.6814 -2.2631  -1.05
C: -3.9346 2.9023 -3.3682  -0.62
C: -2.6263 2.4392 -3.3787  -1.14
C: -2.1235 1.7384 -2.2934  0.18
H: -4.9049 -0.1033 0.2948  0.58
H: -6.8447 -1.5914 0.1626  0.43
H: -6.5144 -4.0427 0.1015  0.41
H: -5.0418 -5.9452 0.2079  0.44
H: -2.7197 -6.8496 0.3744  0.49
H: -0.8338 -5.2830 0.4106  0.35
H: -4.8701 1.8753 -0.2852  0.60
H: -5.7603 3.0580 -2.2456  0.45
H: -4.3173 3.4550 -4.2164  0.43
H: -1.9835 2.6311 -4.2273  0.49
H: -1.0980 1.3939 -2.3134  0.46
C: 1.5954 2.0556 0.0781  -2.10
P: 0.6530 0.5362 0.0819  1.63
C: 0.8116 -0.1885 -1.5789  2.35
C: -0.1292 -1.1332 -2.0339  -0.27
C: 0.1171 -1.8668 -3.1872  -1.03
C: 1.2916 -1.6720 -3.9002  -0.96
C: 2.1985 -0.7075 -3.4869  -0.85
C: 1.9632 0.0284 -2.3341  -1.15
C: 0.9979 -0.3430 1.5578  -1.45
C: -0.0102 -1.1061 2.2461  -0.11
C: 0.3422 -2.0499 3.2002  -0.71
C: 1.7208 -2.2312 3.5714  -0.76
C: 2.6983 -1.5063 3.0162  -1.18
C: 2.4746 -0.5816 1.8552  0.35
P: 0.7167 3.5204 -0.6673  -0.03
C: 1.9667 4.8133 -0.2916  0.87
C: 3.3025 4.5689 0.0150  -0.27
C: 4.1849 5.6233 0.2271  -0.77
C: 3.7426 6.9313 0.1315  -0.49
C: 2.4124 7.1864 -0.1806  -0.65
C: 1.5349 6.1379 -0.3956  -0.60
C: -0.5638 3.8888 0.5804  0.35
C: -0.3783 3.7797 1.9571  -0.25
C: -1.4032 4.1091 2.8284  -0.74
C: -2.6212 4.5641 2.3336  -0.67
C: -2.8137 4.6815 0.9665  -0.49
C: -1.7897 4.3340 0.0917  -0.16
H: 2.4728 1.9156 -0.5525  0.40
H: 1.9337 2.2335 1.1002  1.09
H: -1.1119 -1.1852 -1.5836  0.31
H: -0.6188 -2.5853 -3.5228  0.56
H: 1.4921 -2.2565 -4.7885  0.43
H: 3.0999 -0.5264 -4.0574  0.47
H: 2.7065 0.7510 -2.0289  0.33
H: -1.0423 -0.7943 2.1909  0.32
H: -0.4380 -2.5602 3.7467  0.52
H: 1.9568 -2.9370 4.3576  0.42
H: 3.7228 -1.6230 3.3486  0.46
H: 2.9893 0.3733 2.0313  0.64
H: 3.6813 3.5587 0.1005  0.37
H: 5.2190 5.4159 0.4713  0.39
H: 4.4291 7.7508 0.2988  0.39
H: 2.0588 8.2064 -0.2573  0.40
H: 0.4981 6.3511 -0.6323  0.36
H: 0.5697 3.4439 2.3644  0.38
H: -1.2518 4.0184 3.8964  0.45
H: -3.4182 4.8254 3.0175  0.42
H: -3.7616 5.0319 0.5775  0.46
H: -1.9457 4.4027 -0.9800  0.42

***

Entry 3:
# C49H38Br2N5O6PS2SiSn

A molecular structure, C49H38Br2N5O6PS2SiSn at a distorted geometry (wB97M-V/def2-TZVPD, OMol25).

The charge is 0. The calculation puts the HOMO-LUMO gap at 7.172 eV. The HOMO energy comes out at -7.256 eV. For the energy above the lowest of the compared OMol25 structures with the same formula, charge and spin, the calculation gives 20.2 kcal per mole. For the total energy, the calculation gives -9404.9494 Eh.

Last column: Mulliken charge in e.
Element x y z (Å)
Sn: -1.1514 -0.2496 -0.3819  1.71
N: -4.6550 4.7231 5.3964  -0.54
C: -3.8151 3.7772 4.8423  1.15
C: -4.2250 3.0386 3.7260  -0.85
C: -3.3729 2.1259 3.1409  -0.49
C: -2.1026 1.9341 3.6747  -0.81
C: -1.6791 2.6574 4.7808  -0.34
C: -2.5322 3.5744 5.3614  -0.89
S: -1.0086 0.8228 2.8819  2.14
O: -0.0433 0.3023 3.8095  -0.79
O: -1.8098 -0.1867 2.2003  -0.98
N: -0.3873 1.7058 1.6601  0.15
C: 0.8028 2.2360 1.7219  -0.44
N: 1.5428 2.3467 2.8540  -0.40
C: 2.8325 2.4991 2.7412  -0.62
C: 3.4898 2.5399 1.4959  -0.75
C: 2.6756 2.7804 0.4322  -0.10
N: 1.3215 2.7637 0.5375  0.79
H: -5.6341 4.6495 5.1825  0.22
H: -4.4448 5.0455 6.3244  0.21
H: -5.2208 3.1887 3.3253  0.30
H: -3.6807 1.5394 2.2852  0.47
H: -0.6887 2.4773 5.1792  0.49
H: -2.2173 4.1373 6.2320  0.29
H: 3.3792 2.6417 3.6685  0.47
H: 4.5631 2.5393 1.3951  0.46
H: 3.0607 3.0515 -0.5419  0.38
O: -0.9971 -1.6040 -2.5400  -0.54
S: -2.4485 -1.8237 -2.7004  1.88
O: -2.9480 -1.6815 -4.0361  -0.80
O: -3.1515 -1.0141 -1.6829  -0.77
C: -2.7584 -3.4831 -2.1365  -0.07
C: -3.8601 -4.1386 -2.6626  -0.60
C: -4.2239 -5.3802 -2.1674  -0.78
C: -3.4896 -5.9463 -1.1381  -0.72
C: -2.3943 -5.2829 -0.6042  -0.85
C: -1.9976 -4.0426 -1.0976  0.20
P: -0.5100 -3.1710 -0.4427  0.80
C: -0.1232 -4.1170 1.0790  0.15
C: -0.5733 -3.5494 2.2720  -0.80
C: -0.3294 -4.1746 3.4866  -0.60
C: 0.3798 -5.3657 3.5208  -0.59
C: 0.8361 -5.9358 2.3384  -0.75
C: 0.5824 -5.3188 1.1228  0.01
C: 0.7888 -3.7713 -1.5928  0.69
C: 2.1058 -3.7634 -1.1372  -0.15
C: 3.1472 -4.1517 -1.9657  -0.82
C: 2.8859 -4.5311 -3.2731  -0.68
C: 1.5779 -4.5391 -3.7372  -0.74
C: 0.5350 -4.1687 -2.9022  -0.54
H: -4.4166 -3.6614 -3.4587  0.56
H: -5.0802 -5.9002 -2.5763  0.40
H: -3.7589 -6.9213 -0.7522  0.43
H: -1.8373 -5.7456 0.1992  0.40
H: -1.1139 -2.6081 2.2477  0.40
H: -0.6888 -3.7309 4.4064  0.46
H: 0.5816 -5.8527 4.4663  0.40
H: 1.3856 -6.8684 2.3611  0.43
H: 0.9345 -5.7702 0.2040  0.56
H: 2.3171 -3.4645 -0.1177  0.48
H: 4.1632 -4.1544 -1.5902  0.42
H: 3.6988 -4.8127 -3.9306  0.38
H: 1.3654 -4.8311 -4.7576  0.44
H: -0.4758 -4.1764 -3.2860  0.33
Br: 1.2642 -0.0098 -4.6854  -0.16
C: 2.2483 -0.0320 -3.0732  -0.12
C: 3.6145 -0.3425 -3.1094  -0.21
C: 4.3372 -0.4451 -1.9542  -0.25
Br: 6.2102 -0.7437 -2.0621  -0.24
C: 3.6938 -0.4046 -0.6988  1.09
C: 4.3014 -0.6783 0.5460  -1.08
C: 3.5303 -0.7823 1.6695  -1.47
C: 2.1366 -0.6267 1.5658  -0.56
N: 1.5497 -0.2945 0.4366  1.89
C: 2.3012 -0.1498 -0.6847  -0.55
C: 1.5811 0.2317 -1.8787  -0.18
O: 0.4197 0.7825 -1.7753  -0.32
H: 4.0945 -0.4874 -4.0675  0.55
H: 5.3727 -0.8230 0.5946  0.50
H: 3.9667 -1.0088 2.6328  0.52
H: 1.4958 -0.7521 2.4298  0.31
C: -4.2835 3.4702 -0.4136  -0.62
C: -3.5605 2.6876 -1.3031  -0.67
C: -2.1795 2.8144 -1.3726  -0.37
C: -1.4986 3.6997 -0.5293  0.45
C: -2.2426 4.4718 0.3656  -0.24
C: -3.6244 4.3641 0.4183  -0.58
Si: 0.3380 3.9455 -0.4992  0.08
C: 1.3623 4.2308 -2.0207  0.15
C: 1.2052 3.5137 -3.2077  0.15
C: 2.0846 3.6969 -4.2661  -0.65
C: 3.1281 4.6038 -4.1551  -0.58
C: 3.2801 5.3490 -2.9926  -0.53
C: 2.4017 5.1649 -1.9368  -0.23
H: -5.3628 3.3904 -0.3751  0.39
H: -4.0590 1.9727 -1.9454  0.48
H: -1.6342 2.2350 -2.1075  0.63
H: -1.7382 5.1612 1.0333  0.34
H: -4.1807 4.9727 1.1199  0.45
H: 0.5428 5.1537 0.3417  -0.52
H: 0.4069 2.7883 -3.2972  0.29
H: 1.9575 3.1159 -5.1703  0.45
H: 3.8237 4.7313 -4.9747  0.40
H: 4.0818 6.0715 -2.9083  0.40
H: 2.5259 5.7526 -1.0328  0.33